*P*
Below is an isolated molecule of C2H4N2S2, with properties calculated with ωB97M-V with the def2-TZVPD basis set.

Kohn-Sham gap = 0.3205 Ha
Structure (SMILES) = C=NS/C=N\S

CARTESIAN COORDINATES (ANGSTROEM)
N 2.19 0.87 -0.07
H 1.16 2.62 0.06
C 1.10 1.52 0.01
S 2.47 -0.74 0.00
H 1.21 -1.17 0.19
H -2.00 -2.14 -0.14
N -0.74 -0.57 0.00
C -1.92 -1.07 -0.01
H -2.86 -0.50 -0.03
S -0.59 1.18 0.00



*Q*
Below is a structure of composition C2H4N2S2, with properties calculated with ωB97M-V with the def2-TZVPD basis set.

Kohn-Sham gap = 0.2911 Ha

CARTESIAN COORDINATES (ANGSTROEM)
S -1.71 -1.12 -0.02
C 0.67 -0.39 -1.04
H -1.91 0.81 -1.23
H 1.76 -0.09 -1.16
H 0.68 0.66 0.87
S -2.57 0.84 -0.02
C 0.67 -0.42 0.50
N -0.26 -0.65 -1.75
H 1.64 -0.90 0.73
N -0.49 -1.07 0.96



Consider the structures shown above. The most stable of them is *P*.